Record 1
{
  "formula": "C42H51N10O",
  "method": "the ωB97M-V functional and the def2-TZVPD basis",
  "species": ["C", "C", "C", "C", "C", "N", "N", "C", "N", "C", "C", "O", "C", "C", "C", "C", "C", "C", "H", "H", "H", "H", "H", "H", "H", "H", "H", "H", "H", "H", "H", "H", "H", "H", "N", "C", "C", "C", "C", "H", "H", "H", "H", "H", "N", "C", "C", "C", "C", "H", "H", "H", "H", "H", "N", "C", "C", "C", "C", "H", "H", "H", "H", "H", "N", "C", "C", "C", "C", "H", "H", "H", "H", "H", "N", "C", "C", "C", "C", "H", "H", "H", "H", "H", "N", "C", "C", "C", "C", "H", "H", "H", "H", "H", "N", "C", "C", "C", "C", "H", "H", "H", "H", "H"],
  "coordinates": [[7.37, -1.31, 4.02], [6.47, -0.44, 4.48], [6.73, 1.05, 4.57], [5.98, 1.81, 3.51], [6.37, 2.00, 2.21], [7.50, 1.64, 1.50], [5.35, 2.72, 1.62], [4.38, 2.97, 2.50], [4.76, 2.44, 3.66], [4.01, 2.50, 4.92], [2.52, 2.73, 4.66], [2.06, 3.82, 4.89], [1.69, 1.61, 4.14], [0.30, 1.74, 4.16], [-0.50, 0.73, 3.67], [0.09, -0.42, 3.16], [1.47, -0.56, 3.13], [2.28, 0.44, 3.63], [7.41, -2.34, 4.35], [8.12, -0.97, 3.31], [5.49, -0.80, 4.78], [6.42, 1.38, 5.56], [7.80, 1.22, 4.43], [8.29, 1.49, 2.12], [7.37, 0.83, 0.91], [5.33, 3.02, 0.65], [3.45, 3.50, 2.35], [4.15, 1.59, 5.50], [4.36, 3.35, 5.49], [-0.14, 2.65, 4.55], [-1.58, 0.82, 3.69], [-0.54, -1.21, 2.76], [1.92, -1.45, 2.72], [3.36, 0.34, 3.61], [0.12, 8.56, 3.17], [-0.09, 7.21, 3.21], [1.09, 6.61, 3.56], [2.05, 7.64, 3.75], [1.42, 8.83, 3.50], [-0.57, 9.25, 2.94], [-1.06, 6.80, 2.99], [1.24, 5.55, 3.68], [3.08, 7.52, 4.03], [1.79, 9.84, 3.52], [3.13, 0.18, 0.28], [4.18, 0.09, -0.59], [3.75, -0.55, -1.72], [2.38, -0.87, -1.53], [2.03, -0.40, -0.29], [3.15, 0.60, 1.19], [5.15, 0.50, -0.34], [4.35, -0.77, -2.59], [1.74, -1.38, -2.22], [1.09, -0.44, 0.23], [-1.64, 0.51, -0.11], [-1.80, -0.29, -1.21], [-3.09, -0.15, -1.65], [-3.74, 0.77, -0.78], [-2.82, 1.16, 0.16], [-0.80, 0.61, 0.42], [-0.98, -0.88, -1.59], [-3.53, -0.65, -2.50], [-4.76, 1.11, -0.84], [-2.90, 1.85, 0.99], [-2.69, -3.46, -3.37], [-1.70, -3.53, -4.31], [-2.21, -4.16, -5.41], [-3.56, -4.48, -5.13], [-3.83, -4.03, -3.87], [-2.60, -3.06, -2.46], [-0.72, -3.14, -4.11], [-1.67, -4.37, -6.32], [-4.26, -4.97, -5.79], [-4.73, -4.07, -3.28], [2.21, 8.56, 6.92], [3.45, 8.10, 7.24], [3.54, 8.04, 8.61], [2.29, 8.47, 9.13], [1.49, 8.78, 8.06], [1.87, 8.70, 5.98], [4.17, 7.86, 6.48], [4.40, 7.72, 9.18], [2.01, 8.55, 10.17], [0.48, 9.14, 8.02], [-6.34, -6.61, -7.28], [-7.09, -7.49, -6.55], [-6.48, -8.71, -6.61], [-5.31, -8.56, -7.40], [-5.25, -7.25, -7.80], [-6.56, -5.64, -7.42], [-8.00, -7.17, -6.06], [-6.83, -9.62, -6.14], [-4.59, -9.33, -7.65], [-4.53, -6.72, -8.40], [-8.13, -8.42, -9.93], [-8.29, -9.21, -11.03], [-9.58, -9.08, -11.47], [-10.23, -8.15, -10.61], [-9.31, -7.76, -9.67], [-7.29, -8.32, -9.40], [-7.48, -9.81, -11.40], [-10.01, -9.58, -12.32], [-11.25, -7.82, -10.67], [-9.39, -7.08, -8.84]],
  "charge": 1
}



Record 2
{
  "formula": "C42H52BF17N2O13",
  "method": "the ωB97M-V functional and the def2-TZVPD basis",
  "species": ["C", "C", "C", "C", "C", "C", "C", "F", "C", "C", "C", "C", "F", "F", "F", "C", "N", "C", "C", "C", "C", "F", "F", "C", "F", "F", "C", "F", "F", "C", "F", "F", "C", "F", "F", "C", "F", "F", "F", "C", "C", "C", "C", "C", "O", "O", "C", "C", "N", "C", "C", "B", "O", "O", "H", "H", "H", "H", "H", "H", "H", "H", "H", "H", "H", "H", "H", "H", "H", "H", "H", "H", "H", "H", "H", "H", "H", "H", "H", "H", "H", "H", "C", "C", "O", "C", "O", "O", "C", "H", "H", "H", "H", "H", "H", "H", "H", "C", "C", "O", "C", "O", "O", "C", "H", "H", "H", "H", "H", "H", "H", "H", "C", "C", "O", "C", "O", "O", "C", "H", "H", "H", "H", "H", "H", "H", "H"],
  "coordinates": [[3.14, -1.07, 0.28], [1.98, -1.20, -0.08], [0.66, -0.99, -0.63], [0.21, -1.73, -1.79], [1.22, -2.72, -2.37], [2.25, -1.89, -3.21], [1.81, -1.72, -4.67], [0.88, -0.67, -4.77], [-1.02, -1.50, -2.30], [-1.52, -2.28, -3.53], [-2.39, -3.47, -2.98], [-1.75, -4.84, -3.19], [-2.69, -5.80, -3.06], [-1.23, -4.99, -4.41], [-0.83, -5.06, -2.24], [-1.92, -0.54, -1.72], [-3.13, -0.35, -2.30], [-3.82, 0.59, -1.69], [-5.19, 0.94, -2.30], [-6.20, -0.22, -2.19], [-7.47, 0.02, -3.04], [-8.61, -0.07, -2.34], [-7.41, 1.31, -3.49], [-7.62, -0.84, -4.33], [-6.81, -0.41, -5.31], [-8.88, -0.59, -4.79], [-7.54, -2.40, -4.13], [-8.58, -2.95, -4.79], [-7.73, -2.74, -2.84], [-6.28, -3.09, -4.71], [-5.15, -2.38, -4.46], [-6.40, -3.10, -6.04], [-6.00, -4.53, -4.16], [-4.93, -4.96, -4.87], [-5.61, -4.50, -2.89], [-7.12, -5.58, -4.42], [-6.57, -6.78, -4.18], [-7.56, -5.59, -5.66], [-8.14, -5.46, -3.58], [-3.38, 1.31, -0.53], [-4.23, 2.39, 0.14], [-3.69, 3.78, -0.26], [-3.66, 4.05, -1.78], [-2.63, 5.13, -2.18], [-1.50, 4.77, -2.37], [-3.04, 6.44, -2.34], [-2.55, 7.22, -1.21], [-3.70, 7.36, -0.17], [-2.22, 1.09, 0.03], [-1.46, 0.16, -0.60], [-0.16, -0.08, -0.07], [0.31, 0.79, 1.18], [0.21, 0.40, 2.49], [0.82, 2.04, 0.91], [4.09, -0.80, 0.69], [0.75, -3.41, -3.08], [1.73, -3.28, -1.58], [3.26, -2.34, -3.19], [2.37, -0.87, -2.82], [2.66, -1.42, -5.30], [1.38, -2.64, -5.09], [-2.16, -1.64, -4.13], [-0.68, -2.63, -4.12], [-2.58, -3.33, -1.90], [-3.38, -3.51, -3.45], [-4.98, 1.07, -3.37], [-5.57, 1.89, -1.95], [-5.73, -1.20, -2.34], [-6.55, -0.23, -1.14], [-5.30, 2.26, -0.03], [-4.03, 2.28, 1.22], [-4.19, 4.61, 0.28], [-2.64, 3.81, 0.09], [-3.40, 3.17, -2.38], [-4.67, 4.38, -2.08], [-2.22, 8.19, -1.60], [-1.67, 6.76, -0.73], [-4.45, 6.59, -0.39], [-4.14, 8.35, -0.29], [-3.29, 7.20, 0.84], [-0.12, -0.50, 2.56], [0.50, 2.68, 1.56], [4.70, -1.82, 6.32], [5.79, -2.15, 5.32], [5.66, -3.49, 4.83], [4.75, -3.66, 3.87], [4.05, -2.80, 3.39], [4.72, -4.96, 3.55], [3.73, -5.30, 2.58], [4.66, -2.57, 7.11], [4.86, -0.84, 6.76], [3.72, -1.82, 5.83], [6.76, -2.10, 5.82], [5.82, -1.43, 4.50], [3.80, -4.66, 1.70], [2.73, -5.21, 3.02], [3.90, -6.33, 2.29], [8.20, -3.10, 11.66], [9.53, -3.13, 10.94], [9.55, -4.13, 9.92], [8.95, -3.80, 8.77], [8.42, -2.74, 8.54], [9.02, -4.84, 7.94], [8.34, -4.63, 6.70], [7.94, -4.09, 12.02], [8.23, -2.40, 12.50], [7.40, -2.79, 10.98], [10.32, -3.41, 11.64], [9.79, -2.16, 10.53], [8.67, -3.71, 6.22], [7.26, -4.61, 6.86], [8.58, -5.47, 6.05], [1.64, 5.68, -1.34], [1.10, 6.83, -2.17], [1.64, 8.08, -1.73], [2.87, 8.36, -2.15], [3.55, 7.68, -2.87], [3.23, 9.54, -1.63], [4.57, 9.93, -1.94], [1.48, 5.87, -0.28], [1.16, 4.74, -1.62], [2.72, 5.57, -1.49], [0.03, 6.89, -2.04], [1.29, 6.68, -3.24], [4.75, 9.90, -3.01], [5.28, 9.29, -1.42], [4.70, 10.95, -1.59]],
  "charge": 0
}



HOMO for every record listed, in sequence, given in eV: -8.7 -8.8.
Kohn-Sham gap for every record listed, in sequence, given in eV: 5.27 8.27.